# 1
The following is a DFT calculation (the ωB97M-V functional and the def2-TZVPD basis) of an isolated molecule of C6H6ClINP in a non-equilibrium geometry.

Calculated values
F_max: 3.64 eV/Å
total charge: 0
highest occupied orbital energy: -8.82 eV
gap between HOMO and LUMO: 8.566 eV
SMILES: Nc1ccccc1P(Cl)I
spin multiplicity: 1

Last column: Mulliken charge in e.
Atoms and positions in Å:
N -0.381 -0.405 -2.642  -0.572
C -0.179 -0.287 -1.171  0.375
C 0.880 -1.117 -0.834  -0.514
C 1.537 -1.241 0.420  -0.561
C 1.127 -0.504 1.467  -0.882
C 0.082 0.341 1.173  -0.008
C -0.717 0.490 0.019  0.404
P -2.216 1.667 0.513  -0.023
Cl -1.124 3.096 1.236  -0.154
I -3.151 0.667 2.532  0.000
H 0.456 -0.040 -3.218  0.266
H -1.219 0.104 -2.811  0.274
H 1.121 -1.688 -1.666  0.475
H 2.465 -1.694 0.501  0.374
H 1.438 -0.521 2.461  0.448
H -0.120 1.133 2.019  0.098

Forces on atoms 1 to 3 (eV/Å):
N 0.50 1.32 1.59
C 0.45 0.21 1.22
C 0.07 0.62 1.89

=====

# 2
The following is a DFT calculation (the ωB97M-V functional and the def2-TZVPD basis) of a cluster of 2 separate species, C2H8FN2 in total in a non-equilibrium geometry.

Calculated values
F_max: 4.43 eV/Å
total charge: +1
highest occupied orbital energy (alpha / beta): -11.80 / -11.80 eV
gap between HOMO and LUMO (alpha / beta): 8.028 / 8.023 eV
spin multiplicity: 1

Last column: Mulliken charge in e.
Atoms and positions in Å:
C 0.834 0.235 0.865  -1.005
C -0.280 -0.438 -1.323  0.242
N -0.315 0.761 -1.988  -0.445
N -0.060 -0.499 1.736  -0.290
F -1.432 -0.574 -0.797  -0.224
H 1.881 -0.146 0.642  0.344
H 0.554 1.287 0.691  0.346
H 0.281 -1.371 -1.425  0.424
H -0.857 1.566 -1.573  0.267
H 0.380 1.139 -2.656  0.252
H 0.303 -0.451 2.733  0.358
H -0.287 -1.397 1.262  0.382
H -1.004 -0.112 1.834  0.349

Forces on atoms 1 to 3 (eV/Å):
C 0.21 0.26 -4.06
C 2.08 3.87 0.60
N 1.01 0.68 -0.81

=====

# 3
The following is a DFT calculation (the ωB97M-V functional and the def2-TZVPD basis) of a structure of composition C11H18BrCsN2O3Se3Te.

Calculated values
F_max: 0.26 eV/Å
total charge: -2
highest occupied orbital energy: -0.38 eV
gap between HOMO and LUMO: 4.101 eV
spin multiplicity: 1

Last column: Mulliken charge in e.
Atoms and positions in Å:
Cs 1.914 1.357 1.568  0.968
N -1.642 2.127 2.569  -0.561
C -1.885 0.991 1.675  0.052
C -1.662 -0.335 2.398  -0.412
C -1.069 -1.405 1.463  0.270
O -1.688 -2.461 1.275  -0.800
O 0.044 -1.064 0.956  -0.777
H -2.269 2.108 3.364  0.181
H -1.778 3.009 2.091  0.211
H -1.175 1.080 0.852  -0.108
H -2.887 0.996 1.223  0.187
H -2.584 -0.705 2.849  0.280
H -0.931 -0.160 3.192  0.252
Se 5.007 1.005 3.272  -0.720
Se 4.368 3.266 3.518  -0.294
Te 4.504 4.205 1.136  -0.120
Se 2.708 5.900 1.281  -0.736
C -1.966 -2.117 -2.092  -1.012
C -1.890 -0.667 -2.471  0.490
C -2.642 -0.120 -3.505  -0.634
C -2.502 1.215 -3.847  -0.247
C -1.590 1.956 -3.112  -0.156
Br -1.323 3.792 -3.564  -0.198
N -0.881 1.486 -2.118  -0.419
C -1.026 0.197 -1.802  -0.141
H -2.882 -2.572 -2.475  0.395
H -1.923 -2.257 -1.010  0.148
H -1.118 -2.662 -2.515  0.246
H -3.341 -0.746 -4.049  0.353
H -3.066 1.670 -4.648  0.404
H -0.430 -0.170 -0.974  0.807
C 3.461 -2.269 1.198  -0.606
C 3.131 -2.177 -0.283  -0.282
O 2.211 -1.145 -0.575  -0.412
H 4.154 -3.095 1.383  0.345
H 2.554 -2.451 1.779  0.211
H 3.925 -1.349 1.561  -0.056
H 2.746 -3.143 -0.639  0.252
H 4.037 -1.959 -0.855  0.282
H 1.387 -1.328 -0.070  0.356

Forces on atoms 1 to 3 (eV/Å):
Cs 0.09 0.22 0.02
N -0.01 0.02 0.03
C -0.04 0.05 -0.03

=====

# 4
The following is a DFT calculation (the ωB97M-V functional and the def2-TZVPD basis) of a cluster of 2 separate species, C2H7O2 in total in a non-equilibrium geometry.

Calculated values
F_max: 4.37 eV/Å
total charge: +1
highest occupied orbital energy: -16.74 eV
gap between HOMO and LUMO: 10.850 eV
spin multiplicity: 1

Last column: Mulliken charge in e.
Atoms and positions in Å:
O -1.237 -0.479 -1.414  -0.571
H -1.990 -0.222 -1.935  0.314
H 0.130 -0.683 1.710  0.377
H -1.377 -1.430 -1.174  0.312
C 0.258 0.347 1.321  -0.871
C 0.549 0.517 -0.119  0.258
O 1.534 -0.007 -0.798  -0.291
H -0.554 0.990 1.494  0.295
H 1.121 0.676 1.939  0.395
H -0.036 1.196 -0.734  0.352
H 1.602 -0.906 -0.291  0.430

Forces on atoms 1 to 3 (eV/Å):
O 0.53 -1.65 0.95
H -0.60 0.18 -0.37
H -0.31 0.33 -0.59

=====

# 5
The following is a DFT calculation (the ωB97M-V functional and the def2-TZVPD basis) of a cluster of 2 separate species, CH6NOS in total in a non-equilibrium geometry.

Calculated values
F_max: 1.66 eV/Å
total charge: -1
highest occupied orbital energy: -3.04 eV
gap between HOMO and LUMO: 7.254 eV
spin multiplicity: 1

Last column: Mulliken charge in e.
Atoms and positions in Å:
S 2.316 1.441 0.466  -0.778
H 1.263 2.002 1.092  -0.038
N -0.759 -0.584 0.766  -0.528
C -0.672 -0.669 -0.673  0.011
O -0.125 0.481 -1.268  -0.438
H -0.289 0.213 1.159  0.190
H -0.631 -1.470 1.191  0.194
H -1.644 -0.844 -1.132  0.186
H 0.027 -1.462 -0.986  0.188
H 0.514 0.892 -0.615  0.013

Forces on atoms 1 to 3 (eV/Å):
S -0.15 0.09 0.19
H 0.14 0.12 0.11
N -1.43 0.54 -0.66

=====

# 6
The following is a DFT calculation (the ωB97M-V functional and the def2-TZVPD basis) of a structure of composition C37H36N5O7SW.

Calculated values
F_max: 0.66 eV/Å
total charge: +1
highest occupied orbital energy (alpha / beta): -10.18 / -11.07 eV
gap between HOMO and LUMO (alpha / beta): 6.393 / 7.459 eV
spin multiplicity: 3

Last column: Mulliken spin population.
Atoms and positions in Å:
W 0.246 -1.204 -0.498  1.678
C -3.880 4.238 2.099  0.000
C -2.821 3.150 1.927  0.002
C -1.484 3.821 1.576  0.001
C -2.675 2.391 3.254  -0.001
C -3.184 2.155 0.825  -0.002
C -4.392 2.215 0.114  -0.005
C -4.722 1.297 -0.869  0.006
C -3.809 0.296 -1.164  0.013
S -3.904 -0.999 -2.326  0.024
C -2.346 -1.540 -1.850  0.108
N -1.786 -0.819 -0.900  0.000
C -2.596 0.232 -0.480  -0.058
C -2.286 1.142 0.520  0.037
C -1.591 -2.660 -2.378  -0.052
C -2.101 -3.561 -3.309  -0.014
C -1.317 -4.625 -3.714  0.031
C -0.041 -4.785 -3.181  -0.018
C 0.459 -3.875 -2.261  0.038
C -0.292 -2.776 -1.831  -0.023
H -3.569 4.921 2.890  0.000
H -4.847 3.820 2.387  0.000
H -4.011 4.824 1.188  0.000
H -1.213 4.542 2.348  0.000
H -1.553 4.349 0.622  0.000
H -0.677 3.089 1.507  0.001
H -2.416 3.086 4.055  0.000
H -1.893 1.632 3.204  0.000
H -3.611 1.897 3.523  0.000
H -5.105 2.996 0.336  0.000
H -5.668 1.366 -1.390  0.000
H -1.350 1.041 1.056  0.019
H -3.102 -3.440 -3.706  0.002
H -1.699 -5.338 -4.432  0.002
H 0.559 -5.634 -3.483  -0.001
H 1.451 -4.052 -1.856  0.012
C 5.265 -3.374 -0.536  0.001
N 3.842 -3.079 -0.384  0.003
C 3.295 -3.323 0.948  -0.001
C 3.167 -2.301 -1.240  0.032
O 2.210 -1.582 -0.800  0.058
N 3.484 -2.236 -2.540  0.009
C 4.045 -3.366 -3.275  -0.001
C 2.860 -1.197 -3.356  0.011
H 5.773 -3.080 0.382  0.000
H 5.689 -2.804 -1.356  0.000
H 5.438 -4.438 -0.702  0.000
H 3.644 -4.298 1.284  0.000
H 2.209 -3.331 0.924  0.001
H 3.629 -2.560 1.654  0.001
H 4.090 -4.249 -2.645  0.000
H 5.041 -3.142 -3.657  0.000
H 3.388 -3.586 -4.117  0.000
H 2.875 -0.246 -2.832  -0.004
H 1.826 -1.451 -3.602  0.001
H 3.435 -1.101 -4.275  0.000
O 1.021 0.759 0.277  -0.030
C 0.924 1.240 -0.881  0.065
O 0.473 0.475 -1.805  -0.029
C 1.288 2.639 -1.179  0.003
C 1.187 3.120 -2.479  0.005
C 1.508 4.440 -2.718  -0.001
C 1.913 5.302 -1.717  0.005
C 1.998 4.785 -0.438  -0.001
C 1.700 3.471 -0.144  0.008
N 2.416 5.681 0.663  0.000
O 2.679 6.826 0.374  0.000
O 2.466 5.199 1.775  0.000
N 1.411 4.955 -4.101  0.000
O 1.615 6.136 -4.267  0.000
O 1.097 4.161 -4.962  0.000
H 0.859 2.482 -3.287  0.002
H 2.150 6.335 -1.923  0.000
H 1.780 3.103 0.869  -0.001
C -0.297 -1.884 1.336  -0.089
C -0.717 -2.022 2.478  0.121
C -1.204 -2.176 3.809  0.005
C -0.322 -2.406 4.867  0.013
C -0.811 -2.547 6.154  -0.004
C -2.174 -2.444 6.397  0.009
C -3.054 -2.208 5.349  -0.004
C -2.577 -2.081 4.057  0.014
H 0.740 -2.472 4.671  -0.001
H -0.127 -2.731 6.972  0.000
H -2.551 -2.549 7.405  0.001
H -4.116 -2.129 5.540  0.000
H -3.255 -1.907 3.231  -0.002

Forces on atoms 1 to 3 (eV/Å):
W 0.21 -0.60 -0.16
C 0.00 -0.01 -0.01
C 0.01 0.01 0.00